[1]
Molecular formula: C32H37Cl3GeKN4O3
Method: DFT, ωB97M-V with the def2-TZVPD basis set

Structure (ORCA input):
```
! wB97M-V def2-TZVPD RIJCOSX def2/J DEFGRID3
* xyz -2 2
K -0.51701 0.59668 -0.55716
C 2.04317 3.30123 1.48598
C 1.23540 4.36994 0.74478
C 0.05666 3.81171 -0.06620
N -0.69113 2.89875 0.73580
C -1.49516 3.28144 1.65892
C -1.93920 4.62845 1.87084
C -2.41709 5.25225 2.99034
C -2.53262 4.74951 4.28715
C -2.36371 3.42595 4.67600
C -2.18873 2.31029 3.89543
C -2.03028 2.16192 2.47911
N -2.25182 1.08877 1.80575
C -2.82944 -0.08201 2.36863
C -2.33983 -1.34530 1.66377
C -0.96268 -1.81554 2.13665
N 0.11746 -1.12174 1.51494
C 1.34871 -1.38984 1.80849
C 1.71261 -2.38514 2.77472
C 2.90165 -2.99729 3.08573
C 4.16961 -2.79178 2.55648
C 4.51795 -1.81895 1.62392
C 3.74255 -0.86596 1.01769
C 2.34574 -0.55597 1.08291
N 1.81939 0.47960 0.52146
C 2.53670 1.44929 -0.23856
C 3.09205 2.56966 0.65054
H 1.35479 2.56549 1.90232
H 2.56194 3.79492 2.31634
H 1.88425 4.94926 0.08197
H 0.81778 5.05019 1.49612
H 0.42474 3.26930 -0.93549
H -0.53748 4.65808 -0.44218
H -1.88204 5.24384 0.98103
H -2.68889 6.29864 2.87141
H -2.78888 5.45996 5.06634
H -2.45145 3.23832 5.74630
H -2.16939 1.37543 4.44631
H -3.91800 -0.00901 2.22313
H -2.65386 -0.19689 3.45127
H -2.31637 -1.16762 0.59274
H -3.05522 -2.14524 1.88019
H -0.89207 -2.89511 1.91874
H -0.93300 -1.70325 3.23496
H 0.87449 -2.75021 3.35701
H 2.84018 -3.77156 3.85266
H 4.96890 -3.42954 2.92329
H 5.57345 -1.79784 1.35749
H 4.29715 -0.20525 0.36237
H 1.84124 1.87565 -0.96078
H 3.37593 1.03328 -0.82240
H 3.63443 3.28032 0.02039
H 3.81148 2.11140 1.33649
Cl -2.02225 1.48998 -6.52632
Ge -0.48427 1.48707 -4.30862
Cl -2.07425 1.89557 -2.70385
Cl 0.50450 3.58103 -4.09589
C 2.15495 -1.54524 -2.48806
C 1.38903 -0.31295 -2.98184
O 1.95451 0.45637 -3.76243
O 0.21113 -0.18052 -2.57148
H 2.46932 -2.13912 -3.34361
H 1.52368 -2.12987 -1.82771
H 3.04384 -1.21912 -1.95493
C -0.41094 -4.53594 -1.26378
C -1.17114 -3.36618 -1.86134
O -1.41602 -2.37515 -1.22152
C -1.63528 -3.52245 -3.26465
C -2.01745 -4.75778 -3.78432
C -2.49765 -4.84645 -5.07791
C -2.57233 -3.71250 -5.87348
C -2.18357 -2.48214 -5.36948
C -1.72496 -2.38513 -4.06718
H 0.14674 -4.18688 -0.39842
H 0.25890 -4.99027 -1.98897
H -1.12725 -5.28520 -0.92934
H -1.96806 -5.64518 -3.16828
H -2.80574 -5.80905 -5.46621
H -2.94806 -3.79625 -6.88422
H -2.24321 -1.59256 -5.98073
H -1.40921 -1.43258 -3.66756
*
```

Summary:
ΔE to the lowest compared entry with this formula, charge and spin	2.114	eV
Kohn-Sham gap (spin up / spin down)	0.175 / 0.086	Eh
lowest unoccupied orbital energy (spin up / spin down)	3.817 / 1.413	eV
M	743.74	g/mol

Results of the Mulliken charge analysis, in e, for atoms 1 through 2: number 1, K, carries 1.080; number 2, C, carries -0.487

=====

[2]
Molecular formula: C3H5N3O
Method: DFT, ωB97M-V with the def2-TZVPD basis set

Structure (ORCA input):
```
! wB97M-V def2-TZVPD RIJCOSX def2/J DEFGRID3
* xyz 0 1
C 0.25081 1.85214 0.74024
C -1.14266 -1.22279 0.02916
C 0.72903 -0.35793 -0.35056
H -0.41918 2.81981 0.74772
H 0.61431 1.53711 1.78838
H 1.21475 2.29366 0.19040
H -2.20579 0.42618 0.22426
H -1.93094 -2.02998 -0.15134
N -0.26019 0.68102 -0.15247
N -1.39906 0.03343 0.46453
N 0.01958 -1.47825 -0.50606
O 1.89768 -0.16608 -0.49430
*
```

Summary:
ΔE to the lowest compared entry with this formula, charge and spin	2.700	eV
Kohn-Sham gap	0.380	Eh
SMILES string	Cn1[nH]cnc1=O
lowest unoccupied orbital energy	0.628	eV
M	99.09	g/mol

Results of the Mulliken charge analysis, in e, for atoms 1 through 2: number 1, C, carries -0.711; number 2, C, carries 0.051

=====

[3]
Molecular formula: C22H70CdN3O12
Method: DFT, ωB97M-V with the def2-TZVPD basis set

Structure (ORCA input):
```
! wB97M-V def2-TZVPD RIJCOSX def2/J DEFGRID3
* xyz 1 1
Cd -18.47424 -15.05488 -9.99675
C -15.21230 -16.43033 -11.96688
C -15.29088 -15.80365 -10.53547
O -16.50930 -15.85788 -9.86336
H -15.27146 -17.49890 -11.76010
H -14.29512 -16.17383 -12.49705
H -16.02445 -16.04335 -12.58232
H -15.06448 -14.74145 -10.62798
H -14.36891 -16.04320 -10.00567
C -15.37714 -12.24260 -12.64485
C -15.30972 -11.67582 -14.06911
O -16.59928 -11.40549 -14.49508
H -15.76841 -11.49029 -11.95999
H -14.40352 -12.60343 -12.31325
H -16.03503 -13.11065 -12.60309
H -14.78950 -12.44132 -14.64485
H -14.79442 -10.72135 -13.96157
H -16.55329 -11.05806 -15.38883
C -12.90951 -14.85727 -15.91169
C -12.17949 -16.06753 -16.59833
O -13.08132 -17.08076 -16.76316
H -13.83853 -14.69468 -16.45812
H -12.21663 -14.01707 -15.86613
H -13.24986 -15.14908 -14.91816
H -11.42569 -16.27622 -15.83917
H -11.82663 -15.86023 -17.60858
H -13.22048 -17.53429 -15.92857
C -11.86496 -13.47404 -11.41841
C -11.48929 -12.14111 -12.05396
O -10.94703 -12.49444 -13.30525
H -12.38407 -13.24594 -10.48749
H -10.98398 -14.06495 -11.16783
H -12.52577 -14.12067 -11.99572
H -10.81496 -11.51189 -11.47306
H -12.40624 -11.58475 -12.24825
H -10.46822 -11.75317 -13.68326
C -16.41945 -20.98811 -9.03805
C -16.73923 -19.65006 -9.68907
O -16.45466 -18.60611 -8.80539
H -16.97917 -21.25318 -8.14108
H -15.34208 -21.07132 -8.89506
H -16.63997 -21.76641 -9.76861
H -17.82015 -19.58539 -9.81367
H -16.19096 -19.57236 -10.62792
H -16.33758 -17.83045 -9.35879
C -10.46580 -16.58958 -12.60932
C -10.83081 -17.88943 -11.85194
C -11.84347 -17.77926 -10.66017
O -11.95305 -18.96526 -9.95758
C -12.89353 -18.79713 -8.92871
N -11.33228 -18.78193 -12.83381
H -11.35183 -16.12195 -13.03869
H -9.75291 -16.80483 -13.40528
H -10.04551 -15.87673 -11.89989
H -9.92234 -18.10551 -11.28974
H -12.81190 -17.57493 -11.11679
H -11.45680 -16.95962 -10.05457
H -12.53480 -19.20727 -7.98467
H -13.87370 -19.18068 -9.21200
H -13.09807 -17.74862 -8.71213
H -11.04068 -19.66539 -12.44065
H -10.63856 -18.70557 -13.56389
C -19.16951 -13.27101 -16.36897
C -18.67316 -14.27355 -15.28722
C -17.26635 -14.81817 -15.66937
O -17.36652 -15.52484 -16.87339
C -16.09606 -15.75004 -17.51848
N -18.62283 -13.53675 -14.01918
H -18.46464 -12.44993 -16.49961
H -20.17134 -12.94095 -16.09421
H -19.22509 -13.62929 -17.39690
H -19.37752 -15.08992 -15.12745
H -16.87398 -15.41813 -14.84828
H -16.61381 -13.94661 -15.72121
H -15.42532 -16.24485 -16.81608
H -15.63623 -14.83269 -17.88607
H -16.25210 -16.47556 -18.31684
H -17.91337 -12.83047 -14.15314
H -19.43235 -12.94479 -13.89936
C -17.02056 -18.25174 -15.16329
C -17.35817 -19.75222 -15.03764
C -16.77504 -20.37628 -13.68200
O -15.36663 -20.18840 -13.58377
C -14.74562 -20.90827 -12.56175
N -18.82442 -19.79095 -15.06691
H -17.26098 -17.78091 -14.21008
H -17.65598 -17.77468 -15.90946
H -15.98397 -18.00329 -15.39101
H -16.94807 -20.34195 -15.85747
H -16.99755 -21.43334 -13.53627
H -17.27893 -19.85658 -12.86708
H -13.97685 -20.29019 -12.09799
H -14.25338 -21.81250 -12.91973
H -15.26958 -21.23530 -11.66363
H -19.19829 -19.44197 -15.93784
H -19.15725 -20.70375 -14.79100
O -17.79636 -13.18174 -10.40473
H -18.04217 -12.48374 -11.01186
H -16.89413 -12.97848 -10.15796
O -18.14617 -14.63817 -7.81025
H -17.20489 -14.59438 -7.64192
H -18.54493 -14.65649 -6.94026
O -15.39290 -12.26880 -9.23622
H -15.06955 -12.92625 -8.62024
H -14.61220 -11.78073 -9.49802
O -15.88931 -15.91808 -7.01176
H -15.72993 -16.12697 -7.93219
H -16.01431 -16.76862 -6.59081
*
```

Summary:
Kohn-Sham gap	0.197	Eh
lowest unoccupied orbital energy	-5.432	eV
M	681.22	g/mol

Results of the Mulliken charge analysis, in e, for atoms 1 through 2: number 1, Cd, carries 1.215; number 2, C, carries -0.280